A structure of composition C43H31Cl2F13N2O9STa, computed with ωB97M-V/def2-TZVPD.

Summary:
ΔE to the lowest compared entry with this formula, charge and spin	66.5	kJ/mol
calculated total energy	-139273.1139	eV
F_max	0.88	eV Å⁻¹
highest occupied orbital energy	-4.5	eV
orbital gap	5.9	eV

The geometry in ORCA input format:
```
! RIJCOSX wB97M-V def2-TZVPD def2/J DEFGRID3
* xyz -1 1
H -2.96007 -3.44109 -5.64109
C -0.73979 -0.39648 2.44901
C 3.18826 -0.71776 5.30634
H 2.68281 2.35700 -2.42046
H -5.51300 -0.72709 2.65927
F -2.24564 2.20536 -0.24952
H -0.92971 -2.09489 -6.15462
F -1.00674 4.05249 3.03134
O 2.88418 1.08803 2.12583
H -0.72588 -3.72922 -6.78707
C -4.94284 -1.16358 1.83614
C -0.82935 -3.14663 -5.87109
H 2.36434 -2.25650 -3.65630
Cl 2.52420 3.19489 -0.24371
F 4.66474 -0.72641 1.64505
H -5.33980 4.06340 -3.99407
C 1.10440 -1.53264 6.04157
C -2.10701 -2.83749 -3.78143
H 0.47125 -2.00061 6.78781
C -0.93119 -2.33019 -3.19904
H 1.66945 -1.82597 -6.02121
C -0.63541 2.76253 3.07131
H -5.30797 -0.72123 0.90924
C 2.46076 -1.37977 6.27908
C 3.11219 -1.85078 7.55094
C 1.42205 -1.33537 -2.03567
C -0.94527 2.47704 -3.23439
C -1.75036 4.76651 -3.11210
O 2.05705 -1.52251 0.94152
C -3.30963 2.98939 -3.48474
N 0.31567 -2.52605 -3.79792
O 3.77844 -1.17932 -2.08881
F 5.47698 -0.79273 3.64063
C 2.73813 -0.78181 -1.61710
C -3.36363 -1.85145 -1.99130
C 2.55215 -2.62527 1.42963
F 5.75672 0.95673 2.41108
H 3.30239 -1.01861 8.23319
C -3.31418 -2.58913 -3.16699
F -1.28440 2.21262 4.11005
H 4.06909 -2.33385 7.34846
N 0.62834 -0.10516 2.64797
H 2.47771 -2.56815 8.07238
H -3.62246 1.14604 1.54407
H 2.44434 -3.46049 0.71261
C 1.41196 -2.06281 -3.18911
F 2.85805 2.32515 4.81603
F -1.22568 3.97457 0.43164
C 3.53795 0.63545 3.25249
O 0.06420 -0.43552 -0.29443
C -0.96043 1.99664 1.73201
C 0.53456 -1.09840 4.86238
C -1.24688 -1.69069 2.53786
F -2.98780 3.28439 1.47954
C 3.89586 1.91469 4.08518
H -0.56787 -2.49678 2.78609
O 0.20049 1.85948 0.98231
S 0.32904 1.30815 -3.13080
H -5.16108 -2.23117 1.80724
H 0.29617 4.19435 -2.89346
C -2.59141 -1.94571 2.33332
O 2.66859 0.22714 -0.76940
C -1.86957 2.88332 0.83855
C -2.24228 -1.34475 -1.40383
C 0.43938 -3.31424 -5.04954
H -1.96889 -4.67178 -4.87694
C -2.04027 -3.59720 -5.07633
H -0.52988 -1.22398 4.74158
C -3.46869 -0.91794 2.01333
C 4.87515 -0.00718 2.74381
C 1.27308 -0.49730 3.83143
F 4.25340 2.93244 3.30063
H 0.52913 -4.36792 -4.76065
H -2.28575 -0.75033 -0.50148
H -2.96312 -2.96033 2.42431
C 3.41243 2.78265 -1.73420
H -1.55905 5.82299 -2.97606
C -1.00801 -1.59219 -2.01312
H 1.59651 -3.39380 -6.83874
H -2.48522 1.01800 -3.56028
C -2.94523 0.35906 1.84096
C -3.06912 4.35724 -3.32439
C -2.27759 2.07553 -3.44569
H 4.20254 2.09159 -1.47264
C 0.18574 -1.00889 -1.41963
F -4.57480 -1.62514 -1.44067
F 4.91565 1.67937 4.93592
C 2.64300 -0.26351 4.10961
F 0.66514 2.74337 3.34141
C -4.12363 5.39539 -3.36329
H -4.23778 -2.95103 -3.60139
O 3.03712 -2.80022 2.51887
Cl 4.12718 4.22990 -2.45863
H 4.23499 -0.53349 5.49887
O -5.36988 4.99300 -3.74488
H 2.60033 -3.20569 -5.41376
Ta 1.55786 0.46993 0.88023
C 1.65712 -2.90596 -5.86601
C -1.59528 0.63087 2.02738
O -3.95692 6.55370 -3.08437
C -0.71686 3.85530 -3.07087
H -4.31499 2.59651 -3.61422
*
```

Atomic partial charges in e from the Löwdin method, atoms 1 to 2: 0.12 -0.25



A structure of composition C43H32BrO3P2SV, computed with ωB97M-V/def2-TZVPD.

Summary:
ΔE to the lowest compared entry with this formula, charge and spin	0.0	kJ/mol
calculated total energy	-176392.2075	eV
F_max	0.56	eV Å⁻¹
highest occupied orbital energy (alpha / beta)	-10.4 / -11.0	eV
orbital gap (alpha / beta)	7.5 / 8.1	eV

The geometry in ORCA input format:
```
! RIJCOSX wB97M-V def2-TZVPD def2/J DEFGRID3
* xyz 1 4
C 3.87404 3.61661 2.31424
C 2.78216 4.46182 2.42561
S 0.08755 2.42858 0.10876
C 3.38680 -1.78192 3.09943
H 4.69704 -3.74584 0.67248
C 5.08072 0.74019 -1.26557
C -4.93771 0.40289 -1.35506
C -1.44316 3.21427 0.55958
H -6.84555 0.22858 -2.30806
H -1.98454 0.83306 -2.97203
C -3.45892 -0.94692 3.44704
C -3.06460 -0.05088 2.46385
C -5.78314 0.37482 -2.45092
C 0.63212 -4.42408 0.06658
C -3.90349 0.69428 -3.91998
H -2.98502 6.12246 1.29613
H -5.34251 0.25558 -0.36108
C -5.26627 0.52418 -3.73269
C -0.01440 -2.18906 -0.75267
H 6.10780 1.56561 -4.37977
C -3.84809 -2.62319 1.76834
H 4.31990 -3.71209 3.11756
H -0.76664 5.25369 0.71645
C -0.16766 -3.66837 -0.78639
H -1.88941 -6.19132 -2.25256
H -2.75705 0.95008 2.74182
H 2.84474 5.36080 3.02324
C -1.59893 4.57231 0.80066
C 2.98611 -0.70563 2.32281
O -0.00223 -1.59173 0.36695
H -0.40283 -7.52215 -0.79734
H 3.66634 1.76173 -4.71079
C -3.85045 -2.23119 3.10065
V 0.06306 0.24333 -0.64824
C 3.70243 0.85506 -1.44770
Br -2.30936 -3.35281 -2.68613
H 1.31351 -3.90369 0.72830
H -4.65843 2.21945 0.80164
H 3.98266 -1.84485 -0.71528
O 0.11386 -1.51242 -1.81467
C 3.19701 1.21921 -2.69279
H 2.49511 0.13918 2.79067
H 2.12696 1.30648 -2.83834
H 7.00947 0.90049 -2.17806
C 3.81938 -1.82069 0.35560
H 3.21408 -1.76754 4.16738
C 4.21840 -2.89391 1.13732
C -3.45701 -1.73362 0.78165
C 3.21185 -0.71467 0.94826
C -0.33588 -6.44237 -0.78729
H 4.79763 3.85283 2.82538
C 5.94113 0.99630 -2.31935
C 1.59734 4.15767 1.77182
H -4.92908 4.59113 1.38527
C 4.06337 1.47939 -3.74505
H -3.45929 -0.64067 4.48482
H 5.48234 0.42781 -0.30927
C 2.60676 2.11951 0.89900
H -4.15667 -2.92834 3.86919
C -1.07870 -4.31968 -1.61372
C 0.56095 -5.80568 0.05796
H 1.19729 -6.38583 0.71255
C -3.94741 4.20842 1.14041
H -4.14769 -3.62641 1.49520
C -3.56626 0.58194 -1.53735
C -3.07183 -0.43828 1.12697
P 2.51274 0.57199 -0.11234
C -2.85728 5.06631 1.10260
C -1.16759 -5.70246 -1.61359
H -3.44482 -2.05041 -0.25518
P -2.38709 0.62517 -0.16364
C -3.05259 0.71783 -2.82428
C 5.43216 1.36872 -3.55797
O 0.28674 2.56226 -1.37536
H -5.93012 0.49736 -4.58664
H 4.63355 1.79060 1.49696
C 1.51803 3.00195 1.01050
C -2.54229 2.34411 0.50765
C 3.78276 2.45684 1.55848
C -3.79232 2.86833 0.82132
C 4.00468 -2.87503 2.50883
H -3.49867 0.79766 -4.91775
H 0.75243 4.81486 1.88701
*
```

Atomic partial charges in e from the Löwdin method, atoms 1 to 2: -0.04 -0.04



A structure of composition C43H32F2IrN4OS, computed with ωB97M-V/def2-TZVPD.

Summary:
ΔE to the lowest compared entry with this formula, charge and spin	1.0	kJ/mol
calculated total energy	-72225.3592	eV
F_max	0.34	eV Å⁻¹
highest occupied orbital energy	-9.7	eV
orbital gap	6.7	eV

The geometry in ORCA input format:
```
! RIJCOSX wB97M-V def2-TZVPD def2/J DEFGRID3
* xyz 1 1
S -0.20409 -5.11441 -0.24731
H -0.57447 -5.70990 -2.48610
C 1.86347 -3.05988 3.44095
N -2.12763 1.81812 0.45500
C 3.64254 0.84409 -0.64789
H -3.23918 6.25452 0.38106
C -2.25622 -1.74996 -0.65598
C 1.88392 -3.71381 2.21813
C 4.51507 1.95682 -0.62705
C 0.52163 -5.46828 3.12878
C 1.21946 -4.92386 2.05450
N 1.38357 -0.01614 -0.42947
F 1.45431 1.60993 4.87749
C -4.08924 3.71684 0.91401
H 0.38822 -3.51885 -3.22606
H 1.16048 -3.10808 5.46734
C 3.73333 -3.91931 -3.57102
H 3.51135 -2.53917 -0.93034
H 2.26778 4.42637 -0.15426
H 1.15171 -2.08300 -0.54259
H -0.99423 6.82445 -0.46688
C 1.83912 -1.24375 -0.57954
Ir -0.50395 0.64266 0.05697
C 1.37011 -3.96558 -3.12947
C -1.24513 5.79709 -0.23878
N -1.57335 -1.14500 0.31830
H 2.39032 -2.12098 3.55993
C 0.67357 0.83752 4.11247
H 1.14926 1.94357 2.35028
H 0.68741 5.11685 -0.85134
C 2.26244 1.04694 -0.49184
H 2.12502 -5.33553 0.14688
H -3.49685 0.39839 0.99527
C 0.30417 -5.83435 -1.85228
H 0.00503 -6.41404 3.01062
O -0.09277 -3.63119 -0.38989
H 0.44704 -6.90225 -1.67716
C 1.71873 2.36748 -0.37639
H -5.31241 2.03998 1.43924
H 4.59438 -3.43942 -4.01772
H -4.85714 4.46074 1.08575
C 0.49858 -4.81540 4.35178
H 2.88969 -6.69612 -1.83088
H -2.61092 -2.99915 2.91362
F -1.51239 -1.96123 4.49855
H 4.65539 4.06122 -0.39493
C 1.24442 -5.61749 0.72477
C -2.52537 -2.65687 1.89552
C -1.69690 -1.58138 1.59343
C 2.77197 -5.74484 -2.33738
H -2.09268 -1.36696 -1.65525
C 3.20300 -1.51189 -0.79073
C 3.88056 -5.12065 -2.89282
C 1.17289 -3.61231 4.50965
H 5.15743 -0.66595 -0.94012
C -0.25830 4.80936 -0.43734
H -3.64998 -3.25499 -1.24085
C -2.49036 5.49001 0.22492
C -3.11615 -2.80023 -0.41907
H 0.03254 -0.36222 5.78441
C -0.02889 -0.18598 4.72053
C 2.60924 3.41812 -0.31649
H -0.03662 -5.25015 5.18579
C -0.92048 -0.77857 2.53717
H 2.35429 -2.41086 -4.22497
C 1.50671 -5.17498 -2.45118
C -3.24822 -3.25873 0.88294
H 1.20168 -6.70377 0.82441
C -1.83438 3.14982 0.27580
C 0.59464 1.10916 2.75833
C 4.09809 -0.48430 -0.80554
H 4.85557 -5.58256 -2.80970
C -2.81301 4.13706 0.47900
C -0.50826 3.48375 -0.15353
H -3.91038 -4.08379 1.11010
N 0.33630 2.39357 -0.29233
H 5.57912 1.79949 -0.74125
C -4.34581 2.38938 1.10719
C 2.47511 -3.34369 -3.68919
C 3.99691 3.20413 -0.44188
C -0.81704 -0.97340 3.91023
C -3.32828 1.45840 0.85960
C -0.21836 0.30183 1.97532
H 2.43366 -3.28999 1.38675
*
```

Atomic partial charges in e from the Löwdin method, atoms 1 to 2: 0.97 0.10



A structure of composition C43H33Cl65F5N3O11PS3, computed with ωB97M-V/def2-TZVPD.

Summary:
calculated total energy	-941423.5713	eV
F_max	10.47	eV Å⁻¹
highest occupied orbital energy	-10.8	eV
orbital gap	5.0	eV

The geometry in ORCA input format:
```
! RIJCOSX wB97M-V def2-TZVPD def2/J DEFGRID3
* xyz 1 1
C 0.38730 -1.47145 -0.87737
H 2.39831 5.62594 2.67658
Cl -11.92362 -3.63450 6.80172
Cl -1.07714 7.63473 7.86066
C -2.29960 9.43536 2.94238
H -0.64665 -1.89613 -1.18226
C 7.73082 2.22807 9.24950
O -1.49474 4.07885 2.69292
C -5.65983 -1.73540 5.61027
Cl -4.14091 -8.48858 -13.74715
H 3.78049 -3.43390 -3.86103
C -4.37932 7.69803 3.26860
C -3.34597 6.66751 3.86513
C 4.22107 -11.39903 -8.88104
H -1.07789 -0.60713 4.93171
C -0.88856 5.78208 4.64622
C 0.09275 0.65130 0.04102
H -0.48246 6.19904 1.75039
Cl 2.43622 -7.70029 -10.13573
H 1.99078 -0.40161 -3.24457
O -0.80995 0.68055 7.06897
Cl 2.83636 -11.87219 -7.87098
Cl 7.03387 1.85810 7.65532
H -2.98998 2.54567 1.11524
Cl -2.90472 -7.18945 -11.46235
N -1.16000 1.64028 3.09819
Cl 1.58764 9.21970 -1.27053
H 1.76223 8.07639 2.95048
Cl -4.25231 -1.05945 4.75132
Cl 6.26057 -9.29863 -11.65310
F 3.80933 -0.03648 5.58515
O 0.24778 5.12791 4.07365
C -0.42689 3.46628 9.17634
H -4.60285 9.88557 2.31529
Cl -9.31133 3.68613 -0.51253
Cl 4.60306 3.41634 0.40039
H -2.85070 1.80869 6.14126
Cl -4.26860 -6.11660 -2.99534
H 4.99517 -5.75382 -4.28169
Cl -7.56006 4.22223 -2.76574
Cl 0.07519 8.91324 10.19894
Cl 7.08794 -8.49681 -7.76713
C 0.09984 2.00247 3.73275
Cl 7.99980 0.71533 10.14416
S 2.16129 2.05992 5.60094
H -5.50745 7.46839 3.16243
H -3.72349 1.46306 2.41957
C -1.37237 8.79713 9.17255
Cl -0.44746 -7.42422 -10.34156
Cl 4.41614 -9.63310 -8.82914
Cl 1.26723 -5.12441 -10.79375
H 0.10939 4.88907 0.60543
N 0.64263 1.49833 4.86164
C -10.92957 -2.21096 6.42038
Cl 6.56229 -7.00995 -13.41433
H 0.51938 -1.69537 0.24503
Cl 6.40347 1.30708 1.32296
C 0.30444 5.33845 1.64345
F 5.34261 2.80182 3.95402
Cl 3.93496 -11.91442 -10.55894
H -5.13366 2.03862 6.51891
Cl -6.57020 4.52763 -0.05213
C -9.20625 -10.05094 -13.05499
C 1.59692 -3.98828 -3.32419
H 2.96086 -0.28632 -1.60052
O 0.86239 -4.93128 -3.80458
H 0.87969 -0.74108 6.14217
Cl -4.71401 -5.69973 -13.17713
Cl -5.12185 -2.48351 7.12964
C 10.83887 -9.60231 -6.92647
C 5.04915 2.06155 5.14581
Cl -0.03250 6.80932 -1.36685
Cl -1.73727 10.39365 8.47942
Cl 2.00598 7.27205 -3.38235
H 3.46508 -1.49521 -2.90764
C 1.57469 -2.15884 -1.77161
O 2.25940 3.57896 5.65594
Cl 8.89101 -8.56204 -12.63965
C -4.87611 2.47722 5.46874
H -1.58864 0.76423 3.40734
Cl -5.74895 -7.77975 -11.43582
Cl -11.69293 -1.28975 5.10501
Cl -6.44117 -2.96307 4.58797
C 0.78961 8.04841 -2.34418
C -3.32471 2.53908 2.23508
C -7.98801 4.71199 -1.11097
Cl -7.62394 -9.31789 -13.40149
F 3.57776 0.90720 3.48959
C 3.18884 -4.21359 -3.24551
C -3.86186 9.12039 2.77576
Cl -6.81593 -0.43453 5.96691
S 3.68010 -5.92842 -3.79770
Cl 10.40804 -9.24273 -8.61436
C -2.02655 2.85298 3.20943
C 1.05733 -6.61518 -9.84712
H 2.24551 0.43497 0.62777
C -4.46659 3.67168 2.34604
Cl 0.97300 -6.21197 -8.11714
C -0.09926 4.31598 2.88052
H -4.82527 3.63459 5.62199
Cl 9.35584 -9.81994 -5.97018
Cl -9.30902 -2.73828 5.91132
C 3.68132 1.23761 4.88241
Cl -10.79094 -1.18064 7.86296
Cl 5.69737 -12.17610 -8.26530
C -2.73084 -5.99682 -3.88184
C -4.37733 -7.28933 -12.45546
C 7.31638 -7.93791 -12.09842
Cl 7.55157 -6.88045 -10.68719
C 1.65116 7.69052 1.87037
Cl 4.92232 0.97326 -1.14266
H -3.73680 5.65399 4.23503
C 5.75523 2.14718 -0.10009
O -1.20237 5.42709 5.84741
Cl -3.05943 -5.88126 -5.62528
Cl -0.92155 4.73206 10.32274
C 1.74963 6.05185 1.81903
H -1.96214 10.47577 2.58333
S 1.54355 2.60366 1.53785
Cl -0.40340 8.89108 -3.35679
C 5.89936 -7.60958 -6.78441
H -3.37570 1.04898 4.53872
H 2.49700 8.18543 1.23657
Cl -10.18468 -8.92055 -12.09216
O 0.37656 -0.04685 -1.21448
Cl 4.99772 -8.75577 -5.76509
Cl 11.80705 -11.09226 -6.86656
O 0.90334 -2.79805 -2.90265
C -1.27732 8.36922 3.54238
H 1.13980 0.11242 2.06959
Cl 4.76683 -6.74942 -7.85496
Cl -10.04321 -10.40615 -14.58313
H 2.13129 -2.88171 -1.07126
Cl 6.60879 3.26400 10.16008
N 0.79400 3.13142 3.00380
O 2.11337 1.58865 7.06886
Cl 7.09372 2.89032 -1.00208
F 6.09142 1.04826 5.34961
Cl 2.73870 5.70788 0.24476
Cl -2.75076 8.24715 10.15221
C 2.53771 -1.00166 -2.40678
Cl -0.09831 1.95986 10.06259
C -1.77985 6.95192 4.01639
Cl 6.74547 -6.43311 -5.74938
C -5.62282 4.26944 2.60965
O -1.07485 1.13776 0.15423
Cl 9.27959 3.07463 9.03685
Cl 1.04212 3.97983 8.31973
Cl -1.72900 3.19059 7.99854
H 3.54663 -4.10260 -2.15107
Cl -1.84902 -4.54880 -3.34814
Cl -8.97340 -11.55913 -12.14227
P -0.17819 0.17292 5.72997
H -5.62489 2.17132 4.65384
C -3.33104 2.04683 5.10142
H -0.17408 8.65988 3.64982
H 0.65769 8.03849 1.36728
Cl -1.74679 -7.44199 -3.55878
O -2.57064 3.11966 4.51494
C 1.27727 0.81035 1.16795
Cl 11.78399 -8.25375 -6.25586
H -6.65640 4.70704 2.90820
F 5.01633 2.87263 6.33552
Cl -8.50986 6.41194 -1.11201
*
```

Atomic partial charges in e from the Löwdin method, atoms 1 to 2: -0.10 0.12